No. 1
A cluster of 2 separate species, C5H11NO in total in a non-equilibrium geometry, computed with ωB97M-V/def2-TZVPD.

Atoms and positions in Å:
C -0.53 2.29 1.01
N 0.28 -0.65 1.48
C 0.71 0.07 0.39
C 0.37 1.40 0.21
C 1.15 -1.91 -1.20
C 1.29 -0.63 -0.74
H 0.09 3.06 1.49
H -1.26 2.80 0.38
H -1.01 1.69 1.77
H -0.51 -0.19 1.92
H 0.01 -1.59 1.25
H 0.90 1.88 -0.61
H 0.25 -2.40 -1.55
H 2.05 -2.38 -1.60
H 2.01 0.06 -1.18
H -1.74 -0.49 -1.38
H -1.75 -1.89 -0.78
O -2.32 -1.11 -0.88

## Properties
E_HOMO (alpha / beta) = -14.01 / -14.61 eV
electronic energy = -326.73625 Eh
strongest force on any atom = 3.07 eV/A
orbital gap (alpha / beta) = 8.6527 / 7.3671 eV
LUMO energy (alpha / beta) = -5.352 / -7.244 eV
charge = +1
2S+1 = 2

=====

No. 2
The ion C5H11NO2 with charge -1 in a non-equilibrium geometry, computed with ωB97M-V/def2-TZVPD.

Atoms and positions in Å:
C -1.03 0.96 -0.72
N -0.43 0.01 0.22
C 1.06 0.00 0.17
C 1.59 -0.81 1.35
O 1.39 -2.22 1.28
C 1.47 -0.65 -1.17
O 1.74 -0.05 -2.22
C -2.43 1.31 -0.21
H -0.41 1.86 -0.75
H -1.03 0.53 -1.73
H -0.72 -0.94 -0.02
H 1.44 1.02 0.22
H 1.11 -0.43 2.26
H 2.66 -0.70 1.42
H 0.45 -2.41 1.13
H 1.52 -1.74 -1.02
H -2.39 2.30 0.25
H -3.22 1.35 -0.97
H -2.76 0.60 0.53

## Properties
E_HOMO (alpha / beta) = 0.57 / -3.45 eV
electronic energy = -402.27583 Eh
strongest force on any atom = 2.25 eV/A
orbital gap (alpha / beta) = 3.5216 / 7.3920 eV
LUMO energy (alpha / beta) = 4.091 / 3.939 eV
charge = -1
2S+1 = 2

=====

No. 3
A cluster of 2 separate species, C5H11NO2 in total, computed with ωB97M-V/def2-TZVPD.

Atoms and positions in Å:
C -0.05 0.08 2.54
N 0.70 0.45 1.46
C 2.13 0.60 1.63
O 0.33 0.08 3.69
H -1.10 -0.14 2.26
H 0.33 0.08 0.59
H 2.29 1.17 2.53
H 2.53 1.14 0.77
H 2.63 -0.36 1.71
C -1.63 0.17 -1.46
O -2.84 -0.53 -1.77
C -0.51 -0.82 -1.53
C 0.56 -0.65 -2.27
H -1.71 0.62 -0.46
H -1.46 0.99 -2.17
H -3.58 -0.03 -1.42
H -0.64 -1.70 -0.90
H 1.34 -1.39 -2.33
H 0.67 0.25 -2.88

## Properties
E_HOMO = -9.81 eV
electronic energy = -402.31268 Eh
strongest force on any atom = 0.84 eV/A
orbital gap = 10.4460 eV
LUMO energy = 0.633 eV

=====

No. 4
The molecule C5H11NO2 in a non-equilibrium geometry, computed with ωB97M-V/def2-TZVPD.

Atoms and positions in Å:
C 0.76 0.42 0.28
C 0.99 -0.91 -0.43
C -0.29 -1.56 -0.90
C -1.49 -1.20 0.03
C -1.58 0.27 0.35
H 0.96 3.08 0.16
H 2.45 2.98 0.63
H 0.77 0.27 1.40
H 1.59 -0.69 -1.31
H 1.59 -1.55 0.22
H -0.54 -1.21 -1.91
H -0.10 -2.63 -0.91
H -2.48 -1.56 -0.32
H -1.43 -1.72 1.00
H -2.42 0.78 -0.15
H -1.73 0.44 1.43
N 1.60 2.45 0.73
O 1.80 1.32 -0.11
O -0.44 1.03 -0.18

## Properties
E_HOMO = -9.58 eV
electronic energy = -402.26830 Eh
strongest force on any atom = 2.44 eV/A
orbital gap = 10.6598 eV
LUMO energy = 1.077 eV

=====

No. 5
The molecule C5H11NO2 in a non-equilibrium geometry, computed with ωB97M-V/def2-TZVPD.

Atoms and positions in Å:
C 1.81 -1.53 -0.50
N 0.59 -1.00 -1.08
C -2.75 -0.41 -0.24
C -1.41 -0.73 0.30
C -0.25 -0.07 -0.26
C 0.77 0.89 0.59
O 1.46 1.53 -0.27
O -0.06 1.64 1.50
H 2.26 -2.28 -1.17
H 2.47 -0.67 -0.44
H 1.78 -2.10 0.45
H -0.08 -1.67 -1.46
H -2.90 -0.85 -1.23
H -3.53 -0.82 0.41
H -3.03 0.66 -0.33
H -1.47 -1.27 1.25
H -0.92 1.25 1.33
H -0.54 0.70 -1.00
H 1.39 0.19 1.21

## Properties
E_HOMO = -8.48 eV
electronic energy = -402.15709 Eh
strongest force on any atom = 3.05 eV/A
orbital gap = 6.2303 eV
LUMO energy = -2.252 eV

=====

No. 6
The molecule C5H11NO2 in a non-equilibrium geometry, computed with ωB97M-V/def2-TZVPD.

Atoms and positions in Å:
C -0.16 0.13 -1.78
C 0.87 -1.65 -0.34
C -0.19 -0.58 -0.44
O -1.44 -0.97 -0.02
H 1.87 -1.25 -0.51
H 0.81 0.57 -1.99
H -0.91 0.92 -1.83
H -0.39 -0.61 -2.55
H 0.83 -2.16 0.62
H 0.65 -2.40 -1.10
C -0.01 0.63 0.87
N 0.50 1.88 0.44
C -1.46 0.47 0.92
O 0.71 0.14 1.98
H 0.40 -0.75 2.19
H 1.48 1.80 0.19
H 0.43 2.57 1.18
H -1.93 0.07 1.81
H -2.05 1.20 0.37

## Properties
E_HOMO = -8.70 eV
electronic energy = -402.27437 Eh
strongest force on any atom = 4.23 eV/A
orbital gap = 9.5077 eV
LUMO energy = 0.805 eV

=====

No. 7
A cluster of 2 separate species, C5H11NO2 in total in a non-equilibrium geometry, computed with ωB97M-V/def2-TZVPD.

Atoms and positions in Å:
C 1.09 0.88 0.21
C 0.59 -0.60 0.11
C 0.43 -1.39 1.35
C -0.78 -1.77 1.83
C -0.10 1.77 -0.24
N -1.34 1.69 0.47
O 0.00 2.67 -1.07
H 1.27 0.97 1.25
H 1.94 1.14 -0.39
H 1.18 -1.14 -0.58
H -0.51 -0.46 -0.29
H 1.33 -1.29 1.92
H -1.02 -2.43 2.57
H -1.69 -1.60 1.21
H -1.17 1.56 1.50
H -2.06 2.12 0.05
H 1.04 -2.09 -1.88
H -0.51 -2.30 -1.70
O 0.27 -2.61 -2.24

## Properties
E_HOMO = -9.80 eV
electronic energy = -402.28022 Eh
strongest force on any atom = 6.83 eV/A
orbital gap = 10.4890 eV
LUMO energy = 0.690 eV

=====

No. 8
A cluster of 2 separate species, C5H11NO2 in total in a non-equilibrium geometry, computed with ωB97M-V/def2-TZVPD.

Atoms and positions in Å:
C 2.07 0.66 0.70
C 0.01 -1.80 -1.05
O 1.23 -0.22 1.44
N 0.70 -1.43 -2.06
H 0.18 -0.79 -2.65
H 0.37 -2.53 -0.31
H 2.83 0.06 0.20
H 2.57 1.36 1.38
H 1.52 1.20 -0.08
C -1.82 -0.28 -1.44
C 0.05 0.27 1.91
C -0.52 1.47 1.72
O -1.24 -1.39 -0.74
H -0.45 -0.51 2.49
H -2.61 0.13 -0.80
H -2.26 -0.63 -2.37
H -1.09 0.51 -1.62
H -0.06 2.25 1.13
H -1.49 1.68 2.15

## Properties
E_HOMO = -9.07 eV
electronic energy = -402.27596 Eh
strongest force on any atom = 1.64 eV/A
orbital gap = 9.9601 eV
LUMO energy = 0.895 eV